(1)
C2 | ωB97M-V with the def2-TZVPD basis set

Geometry as ORCA input:
```
! wB97M-V def2-TZVPD RIJCOSX def2/J DEFGRID3
* xyz -1 2
C -0.13984 0.14773 0.57833
C 0.13984 -0.14773 -0.57833
*
```

Summary:
HOMO level (spin up / spin down): -3.493 / -3.074 eV
Total energy: -76.0320 hartree
Gap between HOMO and LUMO (spin up / spin down): 0.368 / 0.257 Eh
LUMO level (spin up / spin down): 6.5 / 3.9 eV
Energy above the lowest of the compared OMol25 structures with the same formula, charge and spin: 3.19 kJ/mol

=====

(2)
C2 | ωB97M-V with the def2-TZVPD basis set

Geometry as ORCA input:
```
! wB97M-V def2-TZVPD RIJCOSX def2/J DEFGRID3
* xyz 0 1
C 0.00000 0.00000 0.62301
C 0.00000 0.00000 -0.62301
*
```

Summary:
HOMO level: -11.618 eV
Total energy: -75.8775 hartree
Gap between HOMO and LUMO: 0.253 Eh
LUMO level: -4.7 eV
Energy above the lowest of the compared OMol25 structures with the same formula, charge and spin: 0.02 kJ/mol

=====

(3)
C2 | ωB97M-V with the def2-TZVPD basis set

Geometry as ORCA input:
```
! wB97M-V def2-TZVPD RIJCOSX def2/J DEFGRID3
* xyz 0 1
C 0.00000 0.00000 0.63092
C 0.00000 0.00000 -0.63092
*
```

Summary:
HOMO level: -11.549 eV
Total energy: -75.8772 hartree
Gap between HOMO and LUMO: 0.250 Eh
LUMO level: -4.7 eV
Energy above the lowest of the compared OMol25 structures with the same formula, charge and spin: 0.69 kJ/mol

=====

(4)
C20H10F5MoN2O2S | ωB97M-V with the def2-TZVPD basis set

Geometry as ORCA input:
```
! wB97M-V def2-TZVPD RIJCOSX def2/J DEFGRID3
* xyz 1 3
Mo -0.92452 0.74121 1.39710
O -0.83330 1.77888 -0.16133
C 0.01240 2.28661 -1.06754
C -0.45805 3.08023 -2.10177
C 0.44137 3.58543 -3.01816
C 1.81145 3.30782 -2.91867
C 2.27042 2.52198 -1.89009
C 1.37306 2.00000 -0.94408
C 1.85766 1.20667 0.13481
N 1.15471 0.67304 1.09247
N 1.92327 -0.04854 2.01056
C 1.15005 -0.60727 2.86994
O -0.17052 -0.43339 2.75749
C 1.64951 -1.46987 3.94421
C 0.75242 -2.09548 4.80813
C 1.22879 -2.92054 5.81248
C 2.59531 -3.11993 5.95714
C 3.48974 -2.49539 5.09738
C 3.02119 -1.67085 4.09030
H -1.51738 3.28686 -2.17190
H 0.07958 4.20480 -3.82751
H 2.50017 3.71130 -3.64626
H 3.32525 2.29653 -1.79497
H 2.92578 1.01953 0.20147
H -0.31055 -1.94019 4.68747
H 0.53417 -3.41029 6.48113
H 2.96536 -3.76572 6.74249
H 4.55314 -2.65468 5.21302
H 3.70603 -1.18120 3.41206
F -6.66447 1.87166 -1.62023
C -5.71507 1.21697 -0.97974
C -4.89263 1.89768 -0.08609
F -5.04895 3.19089 0.13024
C -3.90979 1.16743 0.53304
F -3.06181 1.82004 1.41790
C -3.68382 -0.18446 0.33449
S -2.45186 -1.00362 1.30237
C -4.51942 -0.83054 -0.56404
F -4.36623 -2.12357 -0.80633
C -5.52729 -0.13551 -1.21643
F -6.31408 -0.75545 -2.08014
*
```

Summary:
HOMO level (spin up / spin down): -11.690 / -11.751 eV
Total energy: -1993.5870 hartree
Gap between HOMO and LUMO (spin up / spin down): 0.232 / 0.240 Eh
LUMO level (spin up / spin down): -5.4 / -5.2 eV
Energy above the lowest of the compared OMol25 structures with the same formula, charge and spin: 62.89 kJ/mol

=====

(5)
C20H10N4S2Zn | ωB97M-V with the def2-TZVPD basis set

Geometry as ORCA input:
```
! wB97M-V def2-TZVPD RIJCOSX def2/J DEFGRID3
* xyz 0 1
Zn -0.10133 -0.16451 -0.10656
S -1.45626 -0.23601 -1.96694
C -1.52330 -1.98565 -2.07976
C -2.47537 -2.52156 -2.95022
C -2.63821 -3.88596 -3.11603
C -3.65486 -4.38045 -3.99816
N -4.48173 -4.76702 -4.69648
C -1.80989 -4.76470 -2.40113
C -0.85200 -4.24402 -1.54816
C -0.69021 -2.86942 -1.36054
S 0.55564 -2.37124 -0.22895
C -1.94756 -6.18584 -2.53291
N -2.05347 -7.32705 -2.61800
H -3.10555 -1.84225 -3.50785
H -0.20749 -4.92062 -1.00376
C 2.16738 -0.34174 3.76517
C 1.56707 -0.66176 2.54049
N 0.84776 0.20663 1.86115
C 0.66988 1.44383 2.36108
C 1.23114 1.85946 3.57346
C 2.00420 0.91925 4.27760
C 0.99201 3.19428 4.04212
C 0.22334 4.04949 3.33466
C -0.37550 3.64688 2.09451
C -1.20272 4.48544 1.32659
C -1.75040 4.01306 0.16203
C -1.46130 2.70352 -0.24371
N -0.68034 1.90675 0.45470
C -0.14854 2.35511 1.60700
H 2.74428 -1.09172 4.28657
H 1.66504 -1.64980 2.10687
H 2.46185 1.20135 5.21773
H 1.43936 3.50058 4.97911
H 0.04208 5.05470 3.69324
H -1.40002 5.49547 1.66397
H -2.40066 4.62606 -0.44504
H -1.88222 2.29034 -1.15251
*
```

Summary:
HOMO level: -7.553 eV
Total energy: -3562.9726 hartree
Gap between HOMO and LUMO: 0.225 Eh
LUMO level: -1.4 eV
Energy above the lowest of the compared OMol25 structures with the same formula, charge and spin: 0.00 kJ/mol

=====

(6)
C20H12Br2N4O5S3V | ωB97M-V with the def2-TZVPD basis set

Geometry as ORCA input:
```
! wB97M-V def2-TZVPD RIJCOSX def2/J DEFGRID3
* xyz -2 4
V 1.74565 0.23824 0.25520
Br 2.19422 2.43025 3.02816
C 1.53400 3.22413 1.44382
C 1.26015 4.58193 1.42585
C 0.77346 5.11911 0.24437
C 0.58909 4.28868 -0.84802
C 0.89440 2.94510 -0.73093
N 1.36229 2.42001 0.41288
C 0.74050 1.98853 -1.92590
O 0.29820 2.47947 -2.96494
O 1.11885 0.80701 -1.69653
H 1.42489 5.18125 2.30859
H 0.54441 6.17639 0.18462
H 0.21620 4.63483 -1.80128
S -2.88692 -3.90692 -2.59717
C -2.56101 -2.80382 -1.36575
S -1.08944 -1.92861 -1.21791
C -1.69717 -1.08512 0.19747
N -2.90676 -1.44282 0.51355
N -3.36640 -2.42440 -0.35221
C -4.69277 -2.86759 -0.10852
C -5.63436 -1.93450 0.31202
C -6.93143 -2.33871 0.57912
C -7.29574 -3.67153 0.43408
C -6.34538 -4.59687 0.02882
C -5.04203 -4.20391 -0.23946
S -0.78669 0.12343 1.02492
H -5.32458 -0.90735 0.43862
H -7.66040 -1.60649 0.90409
H -8.31138 -3.98624 0.64117
H -6.61363 -5.64112 -0.07560
H -4.30095 -4.92110 -0.55464
Br 8.46483 1.70305 -0.83131
C 6.61004 1.27792 -0.54586
C 6.26733 0.34971 0.41901
C 4.91774 0.06189 0.61214
C 3.87439 0.65748 -0.11832
C 4.30838 1.58376 -1.08266
C 5.64494 1.90559 -1.30972
H 7.03558 -0.13631 1.00892
H 4.67364 -0.66452 1.38361
H 3.57141 2.07974 -1.71087
H 5.92854 2.62606 -2.06785
O 1.55843 -2.97613 2.24356
N 1.85482 -1.99036 1.61169
O 2.16749 -0.89100 2.15195
O 1.87316 -1.95812 0.33721
*
```

Summary:
HOMO level (spin up / spin down): -1.489 / -2.447 eV
Total energy: -8651.2429 hartree
Gap between HOMO and LUMO (spin up / spin down): 0.202 / 0.238 Eh
LUMO level (spin up / spin down): 4.0 / 4.0 eV

=====

total energy of number 1 (C2)?
-76.0320 hartree

=====

Which value of total energy does entry 6 give?
-8651.2429 hartree